The following is a DFT calculation (ωB97M-V with the def2-TZVPD basis set) of C4H5N3O in the gas phase.

```
! RIJCOSX wB97M-V def2-TZVPD def2/J DEFGRID3
* xyz 0 1
C 0.66 -2.86 0.17
C 0.55 -1.56 0.25
C -0.24 0.68 -0.13
C -1.24 1.50 -0.36
H 1.44 -3.46 0.38
H -0.35 -3.39 0.43
H 1.46 -1.19 0.65
H -2.12 1.19 -0.95
H -0.88 3.50 -0.64
N -0.47 2.65 -0.41
N 0.82 2.49 0.11
N 0.93 1.23 0.17
O -0.56 -0.76 0.34
*
```

gap between HOMO and LUMO = 9.8279 eV
ΔE to the lowest compared entry with this formula, charge and spin = 525.17 kJ/mol
LUMO energy = 0.0260 Ha
SMILES string = C=COc1c[nH]nn1